No. 1
Density functional theory data (the ωB97M-V functional and the def2-TZVPD basis) for C3H6S3 in the gas phase in a non-equilibrium geometry.

Computed properties:
highest occupied orbital energy = -8.66 eV
spin multiplicity = 1
energy above the lowest of the compared OMol25 structures with the same formula, charge and spin = 99.05 kJ/mol

Each line ends with the natural charge from an NBO analysis.
Positions of all 12 atoms, in Å:
C (2.30253, -0.23287, -0.44078)  -0.809
C (-0.32723, 0.56133, 0.28087)  -0.329
C (-1.69239, 0.10846, 0.76333)  -0.622
H (2.92839, -1.18090, -0.33684)  0.246
H (2.38560, -0.01593, -1.53832)  0.242
H (2.75432, 0.53951, 0.15664)  0.251
H (-1.58716, -0.89724, 1.31507)  0.236
H (-1.99436, 0.85319, 1.69103)  0.276
H (-2.51788, -1.02303, -1.34278)  0.143
S (0.75269, -0.77093, 0.06481)  0.387
S (0.07266, 2.10527, -0.15730)  -0.014
S (-3.07718, -0.04685, -0.45574)  -0.008

Force components x, y, z for each atom (eV/Å):
C 2.3 -1.0 -1.8
C 0.4 1.1 -1.3
C -0.3 -0.2 3.3
H -0.7 1.2 0.1
H -0.3 0.3 1.0
H 0.0 0.4 0.2
H -0.1 1.4 -1.0
H 0.3 -1.6 -2.7
H -0.5 1.3 1.4
S -1.8 -1.1 1.0
S -0.4 -0.9 0.5
S 1.2 -0.7 -0.6

No. 2
Density functional theory data (the ωB97M-V functional and the def2-TZVPD basis) for C3H6SSe in the gas phase in a non-equilibrium geometry.

Computed properties:
highest occupied orbital energy = -8.68 eV
spin multiplicity = 1
energy above the lowest of the compared OMol25 structures with the same formula, charge and spin = 0.00 kJ/mol

Each line ends with the natural charge from an NBO analysis.
Positions of all 11 atoms, in Å:
C (-0.80522, 0.76361, -1.15897)  -0.292
C (0.36947, 0.79655, 0.04835)  -0.479
C (0.05990, -0.26845, 1.04976)  -0.543
S (-0.41280, 1.06414, -2.64911)  0.114
Se (-0.03082, -2.15198, 0.44678)  0.040
H (-1.81224, 0.45918, -0.86094)  0.194
H (0.61231, 1.73445, 0.47325)  0.233
H (1.29284, 0.41453, -0.51904)  0.224
H (-1.07081, -0.27905, 1.40898)  0.213
H (0.55632, -0.14836, 1.98850)  0.225
H (1.24105, -2.38461, -0.22757)  0.071

Force components x, y, z for each atom (eV/Å):
C 2.0 0.2 2.9
C -0.6 -2.8 -3.7
C -3.2 -0.8 1.1
S 0.0 0.3 -1.3
Se -0.2 0.2 0.1
H 0.2 0.1 0.2
H -0.3 1.1 0.3
H -1.1 1.0 0.7
H 2.0 0.6 -0.8
H 0.9 -0.2 0.4
H 0.3 0.3 0.0

No. 3
Density functional theory data (the ωB97M-V functional and the def2-TZVPD basis) for 2 unconnected molecules or ions with the total composition C3H6SSe in a non-equilibrium geometry.

Computed properties:
highest occupied orbital energy (spin up / spin down) = -7.43 / -7.44 eV
spin multiplicity = 1
energy above the lowest of the compared OMol25 structures with the same formula, charge and spin = 328.30 kJ/mol

Each line ends with the natural charge from an NBO analysis.
Positions of all 11 atoms, in Å:
C (-1.79144, -0.52723, 0.16983)  -0.426
C (-0.96538, 0.56212, -0.21921)  -0.395
C (1.56085, 0.74366, 0.44633)  -0.735
S (-1.03596, -0.43722, -1.58477)  0.201
Se (1.98451, -0.50543, -0.86252)  0.176
H (-1.46846, -1.42641, 0.57136)  0.218
H (-2.91556, -0.39261, 0.18958)  0.209
H (-1.06903, 1.70815, -0.14641)  0.248
H (2.03490, 0.44781, 1.44389)  0.220
H (1.86611, 1.73593, 0.05187)  0.206
H (1.79945, -1.90879, -0.05994)  0.078

Force components x, y, z for each atom (eV/Å):
C -2.8 1.1 -1.7
C 1.8 3.2 1.0
C 0.1 -0.6 0.5
S -0.4 0.1 0.3
Se 0.7 -2.3 0.5
H 0.9 -1.3 1.2
H 1.3 -0.1 0.2
H -0.2 -2.3 -0.2
H -1.2 0.7 -1.3
H -0.4 -0.6 0.5
H 0.2 2.2 -1.0

No. 4
Density functional theory data (the ωB97M-V functional and the def2-TZVPD basis) for a molecular structure, C3H7Ag3F2O in a non-equilibrium geometry.

Computed properties:
highest occupied orbital energy (spin up / spin down) = -19.08 / -19.04 eV
charge = +3
spin multiplicity = 4

Each line ends with the natural charge from an NBO analysis.
Positions of all 16 atoms, in Å:
Ag (0.45548, 3.96206, 6.67493)  0.996
Ag (2.53859, 0.40167, 2.81174)  0.991
Ag (-2.03016, 2.48106, 1.96795)  0.984
F (-0.32176, 4.86591, 1.60808)  -0.008
F (-0.09609, 1.92345, 4.34283)  -0.962
C (1.07613, -0.79775, -2.12613)  -0.623
C (-0.18962, -0.74010, -1.23540)  -0.005
C (-0.99930, -2.05586, -1.20250)  -0.632
O (0.06265, -0.13776, 0.01294)  0.143
H (0.70789, -0.96967, -3.13752)  0.302
H (1.72983, -1.66006, -1.99506)  0.290
H (1.72417, 0.07711, -2.17872)  0.277
H (-0.88584, -0.04705, -1.70767)  0.368
H (-1.41276, -2.27461, -2.18702)  0.301
H (-1.92806, -2.06110, -0.63198)  0.280
H (-0.43115, -2.96729, -1.01645)  0.297

Force components x, y, z for each atom (eV/Å):
Ag -0.2 -0.4 -0.3
Ag -0.2 0.2 0.7
Ag 0.3 0.1 1.0
F 0.0 0.0 0.0
F 0.2 0.4 -0.9
C 1.1 -0.1 -1.0
C 1.4 0.2 2.9
C -1.3 -1.4 -0.2
O -0.7 -1.9 -3.5
H -0.5 0.2 -0.1
H -0.3 -0.2 0.9
H -0.4 0.3 0.4
H -0.7 1.1 -0.4
H 0.4 0.7 -0.6
H 0.4 0.4 0.7
H 0.6 0.4 0.6